# C24H54ClN2O3

A 4-piece molecular cluster, C24H54ClN2O3 overall at a distorted geometry (ωB97M-V with the def2-TZVPD basis set, OMol25).

```
84
Properties=species:S:1:pos:R:3
C -1.14396 -5.82968 -4.69495
C -0.83774 -5.79899 -3.22092
C -0.13261 -4.50153 -2.74999
C 1.14849 -4.07994 -3.52594
N 1.88591 -2.90518 -2.86818
C 2.47817 -3.13001 -1.45158
C 3.71771 -2.27545 -1.28392
C 4.24063 -2.00485 -2.69165
C 3.18500 -2.60705 -3.66081
C 1.00178 -1.64676 -3.07467
H -0.23676 -5.97222 -5.28213
H -1.55009 -4.87054 -5.01621
H -1.82923 -6.61453 -5.01509
H -0.25382 -6.67082 -2.92587
H -1.74653 -6.04714 -2.67262
H 0.26590 -4.70934 -1.75695
H -0.85968 -3.70158 -2.61019
H 0.92856 -3.70100 -4.52400
H 1.87475 -4.88919 -3.45010
H 1.58903 -2.83378 -0.89499
H 2.64032 -4.20139 -1.33341
H 3.47072 -1.28874 -0.89213
H 4.45357 -2.81101 -0.68410
H 4.41870 -0.96303 -2.95814
H 5.18518 -2.52366 -2.85524
H 3.03117 -2.03601 -4.57643
H 3.58635 -3.58539 -3.92519
H 0.76900 -1.51144 -4.13090
H 1.53858 -0.78974 -2.66791
H 0.01341 -1.64812 -2.61507
C 3.12116 3.65404 1.48773
C 2.44779 2.72310 0.40442
C 0.91344 2.64042 0.57760
C 0.35168 1.84962 -0.60639
N -1.14877 2.09874 -0.93420
C -1.63437 1.19656 -2.15949
C -2.42497 2.08338 -3.10710
C -2.65022 3.36897 -2.37533
C -1.44305 3.52333 -1.45517
C -2.01177 1.80086 0.26032
H 4.18168 3.77647 1.26771
H 2.93492 3.34836 2.51729
H 2.64797 4.63571 1.46457
H 2.88026 1.72291 0.43026
H 2.69624 3.06758 -0.59943
H 0.65280 3.69312 0.68715
H 0.55997 2.15116 1.48523
H 0.44738 0.76550 -0.66650
H 0.93113 2.15421 -1.47792
H -2.22742 0.33754 -1.84569
H -0.73521 0.85110 -2.66966
H -3.37077 1.71194 -3.50157
H -1.89394 2.16051 -4.05585
H -3.65386 3.27577 -1.96044
H -2.70787 4.28661 -2.96072
H -1.57936 4.18503 -0.59979
H -0.58515 3.94082 -1.98227
H -3.07810 1.84850 0.03948
H -1.77809 2.59444 0.97006
H -1.69078 0.83273 0.64472
Cl -0.75654 -1.75424 0.63026
C -3.32581 1.10762 6.73535
O -4.08620 2.28286 6.34485
C -3.29927 3.26652 5.68865
C -3.01021 3.01677 4.15855
O -2.29808 1.80748 3.87512
C -0.99284 1.63132 4.34218
C -0.28598 0.38218 3.75884
O 1.05859 0.36241 4.24943
C 1.96178 -0.62452 3.76632
H -3.03008 0.56968 5.83463
H -3.97313 0.57341 7.43082
H -2.43445 1.33787 7.31892
H -2.39043 3.53918 6.22509
H -3.88029 4.18848 5.66611
H -2.43809 3.81780 3.69044
H -3.99675 3.03295 3.69534
H -0.96597 1.64155 5.43179
H -0.39294 2.53233 4.21407
H -0.33977 0.33173 2.67134
H -0.81189 -0.52614 4.05293
H 3.00109 -0.46510 4.05354
H 1.98249 -0.59695 2.67687
H 1.71954 -1.58612 4.21882
```

Computed properties:
- Expectation value of S²: 0.75
- 2S+1: 2
- Charge: +2
- HOMO (spin up / spin down): -0.477 / -0.476 hartree
- Maximum force: 2.384 eV/Å
- Gap between HOMO and LUMO (spin up / spin down): 8.165 / 3.206 eV

Partial charges, Löwdin, in e:
1. C -0.109
2. C -0.247
3. C -0.167
4. C -0.096
5. N -0.230
6. C -0.075
7. C -0.134
8. C -0.135
9. C -0.087
10. C 0.014
11. H 0.074
12. H 0.077
13. H 0.086
14. H 0.112
15. H 0.115
16. H 0.102
17. H 0.103
18. H 0.133
19. H 0.141
20. H 0.080
21. H 0.144
22. H 0.110
23. H 0.132
24. H 0.117
25. H 0.123
26. H 0.137
27. H 0.131
28. H 0.111
29. H 0.098
30. H 0.068
31. C -0.069
32. C -0.232
33. C -0.174
34. C -0.118
35. N -0.214
36. C -0.064
37. C -0.168
38. C -0.154
39. C -0.076
40. C 0.014
41. H 0.077
42. H 0.075
43. H 0.071
44. H 0.096
45. H 0.104
46. H 0.123
47. H 0.099
48. H 0.093
49. H 0.120
50. H 0.127
51. H 0.104
52. H 0.129
53. H 0.122
54. H 0.126
55. H 0.133
56. H 0.134
57. H 0.142
58. H 0.122
59. H 0.100
60. H 0.040
61. Cl 0.176
62. C -0.070
63. O -0.161
64. C -0.196
65. C -0.149
66. O -0.175
67. C -0.205
68. C -0.176
69. O -0.178
70. C -0.087
71. H 0.075
72. H 0.095
73. H 0.085
74. H 0.119
75. H 0.124
76. H 0.114
77. H 0.123
78. H 0.113
79. H 0.125
80. H 0.059
81. H 0.127
82. H 0.092
83. H 0.067
84. H 0.094